DFT (ωB97M-V/def2-TZVPD) results for a 2-piece molecular cluster, C5H12NOPS3 overall.

Positions of all 23 atoms, in Å:
1 C 1.855963 0.853243 -0.161588
2 C -2.846359 -0.707942 0.464415
3 C 0.430094 0.916889 -0.669620
4 C -1.933943 -0.042951 -0.538451
5 C -0.505873 0.034049 0.085335
6 N 4.883151 -2.075465 0.597783
7 O 2.495583 -0.159614 -0.100276
8 P 5.007617 -0.449623 0.125163
9 S 2.416201 2.498113 0.060531
10 S 5.432096 -0.303078 -1.782442
11 S 5.454198 0.842784 1.514511
12 H -2.275863 -1.345253 1.041621
13 H -3.681822 -1.406001 0.057314
14 H -3.297541 0.034928 1.104035
15 H 0.216532 0.599318 -1.766240
16 H 0.187749 2.030206 -0.638568
17 H -1.916548 -0.579295 -1.443649
18 H -2.270314 0.965374 -0.697801
19 H -0.421771 0.265988 1.149703
20 H 0.029660 -0.926932 0.126099
21 H 3.955897 -2.416613 0.224016
22 H 4.830110 -2.142775 1.666893
23 H 3.608371 2.073879 0.476099

Forces on atoms 1 to 6 (eV/Å):
-1.08 1.03 -1.87
-2.56 -0.57 -1.41
-0.97 1.38 -1.93
1.03 0.32 2.11
0.32 -0.76 0.48
-2.02 0.68 1.61

Properties
ΔE to the lowest compared entry with this formula, charge and spin = 123.7 kJ/mol
HOMO level = -8.948 eV
Max |F| = 2.981 eV Å⁻¹

---

DFT (ωB97M-V/def2-TZVPD) results for an isolated ion of composition C5H12NOS and charge +2.

Positions of all 20 atoms, in Å:
1 O 3.173630 -1.123615 -0.130778
2 C 2.130036 -0.719624 0.266104
3 C 1.228811 0.189573 -0.646158
4 C -0.022011 -0.687645 -0.881132
5 C -0.920146 -0.581122 0.404438
6 S -1.344711 1.080314 0.944649
7 C -2.823779 0.905271 1.930610
8 N 1.987395 0.619330 -1.840335
9 H 1.657163 -0.950347 1.221404
10 H 1.037093 1.078464 -0.018007
11 H 0.163184 -1.779972 -0.968775
12 H -0.617116 -0.480818 -1.761296
13 H -0.706274 -1.357393 1.145433
14 H -1.997418 -0.870798 0.105594
15 H -2.697885 -0.114510 2.312172
16 H -3.814811 1.050247 1.447710
17 H -2.750724 1.525918 2.821438
18 H 1.421533 0.355352 -2.659045
19 H 2.956695 0.220834 -1.822170
20 H 1.939343 1.640536 -1.871859

Forces on atoms 1 to 6 (eV/Å):
0.20 0.06 0.01
-0.15 0.69 -1.09
0.37 -1.01 1.73
-0.58 -0.01 1.23
-2.64 -0.63 -1.57
0.02 0.43 -0.02

Properties
ΔE to the lowest compared entry with this formula, charge and spin = 0.0 kJ/mol
<S²> = 0.75
HOMO level (spin up / spin down) = -18.375 / -18.377 eV
Charge = +2
Max |F| = 3.140 eV Å⁻¹
Multiplicity = 2

---

DFT (ωB97M-V/def2-TZVPD) results for an isolated molecule of C5H12NP.

Positions of all 19 atoms, in Å:
1 C -0.614499 -0.938174 -0.273831
2 C 0.087628 0.269886 -0.158106
3 C -0.097832 -2.145598 -0.977687
4 C -0.715265 1.517595 0.136103
5 C 1.246549 0.509217 -1.099972
6 N 0.064512 0.409524 2.886707
7 P 1.122434 -0.176628 1.767599
8 H -1.559267 -1.028014 0.242886
9 H 0.126466 -1.910946 -2.019058
10 H -0.829371 -2.950499 -0.952594
11 H 0.822943 -2.509495 -0.521644
12 H -1.174683 1.875061 -0.786691
13 H -0.072676 2.304954 0.522712
14 H -1.505918 1.315786 0.854861
15 H 1.758319 1.432535 -0.842687
16 H 0.879680 0.592255 -2.124367
17 H 1.963180 -0.305990 -1.053514
18 H -0.164802 1.388955 2.969184
19 H -0.277199 -0.162274 3.644843

Forces on atoms 1 to 6 (eV/Å):
1.39 0.68 1.53
-0.58 0.05 -0.62
-0.01 -0.04 -0.12
-0.01 -0.17 -0.01
-0.06 -0.07 0.15
-0.09 0.13 0.51

Properties
ΔE to the lowest compared entry with this formula, charge and spin = 141.6 kJ/mol
HOMO level (spin up / spin down) = -6.666 / -6.665 eV
Max |F| = 2.180 eV Å⁻¹

---

Listing DFT total energy for the structures above in their given order: -1863.6415, -725.1542, -593.7428 Eh.